Record 1
The following is a quantum chemistry calculation of a molecular structure, C24H35FN3P2Zn in a non-equilibrium geometry, from OMol25.

Positions of all 66 atoms, in Å:
Zn -1.38 -0.93 -0.57
C 2.32 -1.46 0.59
P 1.04 -0.61 -0.40
C 1.27 1.09 0.20
N 2.49 1.40 0.54
C 2.74 2.65 0.98
C 4.04 2.99 1.40
C 4.27 4.25 1.89
C 3.24 5.21 1.94
C 1.98 4.91 1.51
C 1.69 3.62 1.03
N 0.45 3.27 0.66
C 0.21 2.04 0.28
P -1.52 1.60 -0.14
C -1.93 3.01 -1.23
C -2.49 1.91 1.44
C -2.28 3.30 2.03
C -2.04 0.85 2.43
C -3.97 1.70 1.07
C 1.68 -0.55 -2.16
C 1.54 -1.97 -2.69
C 0.78 0.39 -2.96
C 3.13 -0.06 -2.22
H 3.23 -0.85 0.59
H 2.53 -2.45 0.20
H 1.96 -1.55 1.62
H 4.82 2.25 1.35
H 5.26 4.53 2.23
H 3.46 6.18 2.34
H 1.18 5.64 1.55
H -1.64 3.94 -0.72
H -2.99 3.01 -1.46
H -1.37 2.92 -2.16
H -1.22 3.52 2.15
H -2.75 3.35 3.00
H -2.72 4.07 1.40
H -0.98 0.99 2.68
H -2.18 -0.16 2.02
H -2.62 0.91 3.35
H -4.35 2.54 0.48
H -4.57 1.63 1.98
H -4.10 0.78 0.50
H 0.49 -2.28 -2.67
H 2.14 -2.68 -2.12
H 1.88 -2.01 -3.73
H -0.26 0.07 -2.90
H 1.07 0.35 -4.01
H 0.86 1.42 -2.62
H 3.82 -0.79 -1.80
H 3.25 0.88 -1.68
H 3.40 0.11 -3.26
F -2.04 -1.18 -2.14
C -1.65 -7.27 -0.25
C -1.63 -5.79 -0.17
C -0.44 -5.06 -0.22
C -0.49 -3.69 -0.11
N -1.61 -2.98 0.02
C -2.75 -3.67 0.06
C -2.80 -5.05 -0.03
H -0.66 -7.67 -0.45
H -2.33 -7.61 -1.02
H -1.99 -7.67 0.70
H 0.50 -5.56 -0.36
H 0.43 -3.12 -0.12
H -3.66 -3.09 0.15
H -3.75 -5.55 0.00

HOMO	-11.77	eV
orbital gap	8.320	eV
total charge	+1
F_max	2.538	eV/Å

And the Mulliken charges, in e, turn out to be: atom 1 (Zn): 0.682, atom 2 (C): -1.618, atom 3 (P): 1.338, atom 4 (C): -0.107, atom 5 (N): -0.189, atom 6 (C): 0.239, atom 7 (C): -0.533, atom 8 (C): -0.582, atom 9 (C): -0.595, atom 10 (C): -0.493, atom 11 (C): 0.174, atom 12 (N): -0.139, atom 13 (C): -0.095, atom 14 (P): 0.776, atom 15 (C): -1.632, atom 16 (C): 1.450, atom 17 (C): -1.671, atom 18 (C): -1.564, atom 19 (C): -1.736, atom 20 (C): 1.488, atom 21 (C): -1.663, atom 22 (C): -1.541, atom 23 (C): -1.741, atom 24 (H): 0.485, atom 25 (H): 0.442, atom 26 (H): 0.408, atom 27 (H): 0.486, atom 28 (H): 0.417, atom 29 (H): 0.409, atom 30 (H): 0.479, atom 31 (H): 0.425, atom 32 (H): 0.440, atom 33 (H): 0.389, atom 34 (H): 0.299, atom 35 (H): 0.497, atom 36 (H): 0.367, atom 37 (H): 0.313, atom 38 (H): 0.222, atom 39 (H): 0.517, atom 40 (H): 0.374, atom 41 (H): 0.472, atom 42 (H): 0.333, atom 43 (H): 0.289, atom 44 (H): 0.346, atom 45 (H): 0.507, atom 46 (H): 0.239, atom 47 (H): 0.556, atom 48 (H): 0.281, atom 49 (H): 0.342, atom 50 (H): 0.346, atom 51 (H): 0.495, atom 52 (F): -0.730, atom 53 (C): -1.447, atom 54 (C): 1.164, atom 55 (C): -1.092, atom 56 (C): 0.228, atom 57 (N): 0.069, atom 58 (C): -0.267, atom 59 (C): -0.725, atom 60 (H): 0.359, atom 61 (H): 0.364, atom 62 (H): 0.334, atom 63 (H): 0.367, atom 64 (H): 0.095, atom 65 (H): 0.429, atom 66 (H): 0.433

Record 2
The following is a quantum chemistry calculation of a molecular structure, C6H16N2 in a non-equilibrium geometry, from OMol25.

Positions of all 24 atoms, in Å:
N 3.51 -0.31 0.70
C 2.38 -0.03 -0.05
C 2.07 1.41 -0.24
C 1.69 -1.06 -0.59
N -1.12 0.87 -0.54
C -1.85 -0.15 -0.94
C -3.26 -0.53 -0.31
C -3.30 0.03 1.12
H 4.24 0.39 0.63
H 3.91 -1.23 0.67
H 0.69 -0.69 2.06
H 2.83 1.82 -0.92
H 1.05 1.50 -0.63
H 2.19 1.89 0.74
H 0.76 -0.92 -1.10
H 1.88 -2.05 -0.17
H -0.03 -0.81 2.16
H -1.73 -0.57 -1.96
H -1.11 -0.07 0.12
H -3.50 -1.58 -0.32
H -3.91 0.08 -0.94
H -4.32 0.21 1.50
H -2.76 0.97 1.21
H -2.93 -0.61 1.92

HOMO	-7.86	eV
orbital gap	8.537	eV
F_max	3.345	eV/Å

And the Mulliken charges, in e, turn out to be: atom 1 (N): -0.556, atom 2 (C): 0.739, atom 3 (C): -1.179, atom 4 (C): -0.942, atom 5 (N): -0.530, atom 6 (C): -0.101, atom 7 (C): -0.216, atom 8 (C): -1.303, atom 9 (H): 0.232, atom 10 (H): 0.189, atom 11 (H): 0.085, atom 12 (H): 0.343, atom 13 (H): 0.308, atom 14 (H): 0.364, atom 15 (H): 0.341, atom 16 (H): 0.211, atom 17 (H): -0.102, atom 18 (H): 0.406, atom 19 (H): 0.028, atom 20 (H): 0.309, atom 21 (H): 0.277, atom 22 (H): 0.341, atom 23 (H): 0.451, atom 24 (H): 0.305

Record 3
The following is a quantum chemistry calculation of 2 unconnected molecules or ions with the total composition C2HClN2O2 in a non-equilibrium geometry, from OMol25.

Positions of all 8 atoms, in Å:
C 0.66 -0.56 -0.75
C 1.69 0.13 -0.37
N -3.43 0.12 0.85
N -2.37 0.36 0.72
O -0.16 -1.26 -1.16
O -1.23 0.53 0.57
Cl 2.67 -0.31 1.03
H 2.17 0.99 -0.89

HOMO	-9.14	eV
orbital gap	9.111	eV
F_max	2.877	eV/Å

And the Mulliken charges, in e, turn out to be: atom 1 (C): 0.757, atom 2 (C): -0.575, atom 3 (N): -0.363, atom 4 (N): 0.906, atom 5 (O): -0.335, atom 6 (O): -0.547, atom 7 (Cl): -0.160, atom 8 (H): 0.316

Record 4
The following is a quantum chemistry calculation of a molecular structure, H3INP in a non-equilibrium geometry, from OMol25.

Positions of all 6 atoms, in Å:
N -1.18 -0.48 0.09
P -0.05 0.77 -0.13
I -3.05 0.01 -0.02
H -0.42 -1.18 -1.56
H -0.36 1.67 0.98
H 1.05 0.25 0.51

HOMO (spin up / spin down)	-8.64 / -8.78	eV
orbital gap (spin up / spin down)	7.171 / 7.829	eV
F_max	2.439	eV/Å

And the Mulliken charges, in e, turn out to be: atom 1 (N): -0.445, atom 2 (P): 0.006, atom 3 (I): 0.217, atom 4 (H): 0.095, atom 5 (H): 0.061, atom 6 (H): 0.066

Number 1: electronic energy -3661.58029 a.u.. Number 2: electronic energy -347.52181 a.u.. Number 3: electronic energy -796.88245 a.u.. Number 4: electronic energy -695.40311 a.u..